No. 1
Computed, not measured: a 7-piece molecular cluster, C59H79BN6O4 overall in a non-equilibrium geometry, with ωB97M-V/def2-TZVPD.

Summary:
Calculated total energy (hartree): -2949.62636
LUMO (eV): -1.07
Kohn-Sham gap (eV): 6.5
SMILES: C=Cc1ccc(CCCCCCCCCCCCCCCCCC)c2c1C(=O)c1cc(B(O)OC)ccc1C2=O.c1cc[nH]c1.c1cc[nH]c1.c1cc[nH]c1.c1cc[nH]c1.c1cc[nH]c1.c1cc[nH]c1
HOMO energy (Ha): -0.2789

Each line ends with the Mulliken charge.
Element x y z (Å)
1 C -6.05500 0.63520 -0.36824  -0.610
2 C -5.25118 -0.17122 0.49312  -0.534
3 C -3.72014 0.05240 0.49365  0.597
4 C -3.16040 1.31338 1.05406  -0.811
5 C -1.71531 1.57069 1.06261  -0.618
6 C -0.79397 0.54041 0.53294  0.625
7 C 0.76733 0.73645 0.49704  0.758
8 C 1.15818 0.98373 -1.02846  -0.495
9 C 2.72128 1.14660 -1.26080  -0.894
10 C 2.98789 2.49575 -2.06345  -0.900
11 C 3.63949 3.64520 -1.15148  -0.792
12 C 2.86695 3.66353 0.22288  0.197
13 C 3.13021 4.97803 1.09332  -0.686
14 C 1.84292 5.17935 2.02315  -0.637
15 C 2.03117 4.59955 3.48703  -0.905
16 C 1.33155 3.18767 3.63877  1.399
17 C 0.65583 2.94901 5.05144  -0.823
18 C 0.81380 1.44939 5.57057  -0.663
19 C 1.62307 1.40077 6.94427  -0.988
20 C 2.99736 2.17195 6.89512  0.305
21 C 3.96512 1.51356 5.81379  -0.699
22 C 5.05516 0.63802 6.56559  -0.168
23 C 5.80847 -0.20331 5.41366  -0.476
24 C 7.06498 -1.03860 5.93075  -1.083
25 C -1.34688 -0.70954 -0.02017  -0.080
26 C -2.81655 -0.94155 -0.05795  0.080
27 C -3.28196 -2.28596 -0.71275  -0.173
28 O -4.17823 -2.96174 -0.27055  -0.493
29 C -2.44317 -2.70095 -1.97210  0.704
30 C -3.02001 -3.25049 -3.18853  -1.108
31 C -2.14445 -3.58054 -4.34115  -0.077
32 B -2.67841 -4.14204 -5.73055  0.698
33 O -4.04754 -4.27610 -6.09281  -0.560
34 O -1.72257 -4.51194 -6.73362  -0.519
35 C -1.26099 -3.35659 -7.45864  -0.533
36 C -0.67700 -3.38780 -4.22503  -0.518
37 C -0.08237 -2.83686 -3.00870  -0.623
38 C -0.97632 -2.48608 -1.92001  0.551
39 C -0.43379 -1.84464 -0.59407  0.213
40 O 0.61352 -2.18474 -0.09685  -0.643
41 H -6.37959 0.33032 -1.39451  0.227
42 H -6.32120 1.65841 0.02458  0.263
43 H -5.65817 -0.97963 1.15656  0.359
44 H -3.90492 2.05789 1.43606  0.326
45 H -1.34271 2.54089 1.46753  0.263
46 H 1.32013 -0.12139 0.95309  0.434
47 H 0.97733 1.66713 1.09868  -0.847
48 H 0.56386 1.88877 -1.34974  0.466
49 H 0.81228 0.14961 -1.69773  0.242
50 H 3.04850 0.31287 -1.94695  0.493
51 H 3.33333 1.04118 -0.33080  0.473
52 H 3.64973 2.23332 -2.93953  0.359
53 H 2.04793 2.91729 -2.52741  0.367
54 H 4.70439 3.32169 -0.99233  0.277
55 H 3.53789 4.59777 -1.73150  0.339
56 H 3.15408 2.80190 0.89414  0.017
57 H 1.76479 3.52473 0.01396  -0.033
58 H 3.30193 5.86799 0.43280  0.375
59 H 4.02022 4.74294 1.73265  0.300
60 H 0.91247 4.76813 1.53862  0.301
61 H 1.71149 6.30090 2.09640  0.395
62 H 3.11163 4.57904 3.81312  0.143
63 H 1.52524 5.32537 4.19306  0.393
64 H 0.50242 3.14849 2.87375  -0.884
65 H 2.06557 2.35766 3.43714  0.035
66 H -0.45483 3.12146 4.96305  0.473
67 H 1.00818 3.68623 5.82971  0.239
68 H 1.31324 0.77966 4.82259  0.290
69 H -0.18670 0.98089 5.80364  0.407
70 H 1.84029 0.32140 7.19748  0.334
71 H 0.94496 1.83942 7.73360  0.320
72 H 2.91239 3.25588 6.62883  -0.513
73 H 3.44427 2.11386 7.92773  0.534
74 H 4.46928 2.33202 5.22577  0.303
75 H 3.43156 0.86945 5.06956  0.169
76 H 4.47316 -0.08426 7.20822  -0.011
77 H 5.75787 1.26501 7.16978  0.288
78 H 6.13148 0.55863 4.65077  0.371
79 H 5.03170 -0.86936 4.95867  0.305
80 H 7.07339 -2.01755 5.37503  0.279
81 H 6.93598 -1.25869 7.02801  0.248
82 H 8.00624 -0.46181 5.75199  0.359
83 H -4.12141 -3.40282 -3.28511  0.449
84 H -4.26568 -3.43483 -6.54702  0.280
85 H -0.40538 -3.70800 -8.10414  0.218
86 H -0.84358 -2.53925 -6.81218  0.355
87 H -2.07250 -2.87704 -8.08682  0.143
88 H -0.00661 -3.63150 -5.08058  0.518
89 H 1.02802 -2.70243 -2.95202  0.462
90 N -6.89884 -3.06946 -7.46796  -0.020
91 C -6.86360 -3.69837 -8.68453  -0.471
92 C -7.46677 -2.87771 -9.60185  -0.870
93 C -7.87686 -1.70621 -8.91428  0.090
94 C -7.51059 -1.85212 -7.60109  -0.567
95 H -6.53128 -3.44434 -6.60916  0.247
96 H -6.41469 -4.67297 -8.78992  0.420
97 H -7.59813 -3.09344 -10.65049  0.398
98 H -8.38293 -0.85165 -9.33635  0.353
99 H -7.63278 -1.19781 -6.75224  0.425
100 N -0.75529 -3.59250 -11.28642  0.037
101 C 0.14867 -3.88484 -12.27223  -0.519
102 C 0.38680 -2.73668 -12.98222  -0.369
103 C -0.39885 -1.70941 -12.40008  -0.476
104 C -1.08989 -2.26596 -11.35509  -0.354
105 H -1.11641 -4.24900 -10.61597  0.204
106 H 0.54166 -4.88263 -12.38327  0.369
107 H 1.05255 -2.64407 -13.82586  0.383
108 H -0.45101 -0.67806 -12.71190  0.390
109 H -1.78977 -1.83532 -10.65690  0.346
110 N 3.43655 6.90526 10.02517  0.045
111 C 2.52621 5.88282 10.02182  -0.873
112 C 2.46439 5.37709 8.74914  0.036
113 C 3.37633 6.11883 7.95468  -0.240
114 C 3.96273 7.05213 8.77003  -0.751
115 H 3.68130 7.46158 10.82552  0.188
116 H 2.00221 5.60592 10.92245  0.373
117 H 1.83479 4.56335 8.42389  0.425
118 H 3.57995 5.98291 6.90357  0.431
119 H 4.70561 7.80653 8.56654  0.374
120 N 2.98054 -6.66533 -0.27438  0.012
121 C 2.04354 -5.71684 -0.59255  -0.857
122 C 2.08708 -4.73907 0.36819  0.376
123 C 3.09290 -5.10912 1.29917  -0.988
124 C 3.62736 -6.29918 0.87468  -0.399
125 H 3.16459 -7.49979 -0.80298  0.176
126 H 1.42803 -5.82119 -1.47217  0.439
127 H 1.46537 -3.85461 0.39789  0.495
128 H 3.39147 -4.56350 2.18081  0.429
129 H 4.40851 -6.91574 1.29006  0.385
130 N -10.02393 1.07500 -7.68330  0.023
131 C -10.59815 1.60215 -6.55807  -0.513
132 C -10.36655 2.95365 -6.55875  -0.391
133 C -9.62886 3.25501 -7.73231  -0.488
134 C -9.43528 2.07702 -8.40668  -0.325
135 H -10.03349 0.10197 -7.93931  0.219
136 H -11.11904 0.97118 -5.85591  0.372
137 H -10.69183 3.64927 -5.80115  0.390
138 H -9.27999 4.22606 -8.04699  0.386
139 H -8.93003 1.86520 -9.33547  0.338
140 N 4.81270 -2.08603 9.83157  0.092
141 C 4.61676 -2.93973 8.77794  -0.333
142 C 4.15815 -4.12945 9.28487  -0.508
143 C 4.07021 -3.98588 10.69305  -0.449
144 C 4.47803 -2.71449 10.99987  -0.507
145 H 5.14985 -1.14172 9.75714  0.206
146 H 4.82256 -2.61706 7.76961  0.292
147 H 3.91201 -5.00654 8.70710  0.400
148 H 3.74386 -4.73126 11.40125  0.386
149 H 4.55965 -2.20353 11.94576  0.398

Cartesian forces (eV/Å) of the 6 atoms listed first:
C 0.5 0.1 0.9
C 0.4 0.0 -0.5
C 0.9 1.9 1.9
C 1.6 -1.5 -1.1
C -1.4 -2.2 -1.0
C -1.0 -1.0 0.2

No. 2
Computed, not measured: CH6BKNOPS as an isolated structure in a non-equilibrium geometry, with ωB97M-V/def2-TZVPD.

Summary:
Calculated total energy (hartree): -1536.09449
LUMO (eV): -0.75
Kohn-Sham gap (eV): 7.0
HOMO energy (Ha): -0.2844
Energy relative to the best compared isomer or geometry (same formula, charge and spin) (kcal per mole): 0.0

Each line ends with the Mulliken charge.
Element x y z (Å)
1 C -1.76414 -0.18037 0.71359  -0.900
2 B -0.60185 -0.16157 -0.35910  0.181
3 O -0.97252 0.13209 -1.68027  -0.636
4 N 0.72556 -0.45235 -0.03377  -0.312
5 P 1.92657 0.61914 0.07550  -0.011
6 S 3.77139 0.02935 0.28279  -0.460
7 H -1.50917 -0.79113 1.59513  0.363
8 H -1.86934 0.84584 1.08907  0.278
9 H -2.73434 -0.48846 0.31054  0.246
10 H -0.32185 -0.17235 -2.31908  0.289
11 H 1.55883 1.52425 1.10939  0.019
12 H 1.78563 1.53798 -1.00667  0.015
13 K 0.00524 -2.44241 0.22286  0.927

Cartesian forces (eV/Å) of the 6 atoms listed first:
C -0.2 -0.3 0.1
B 0.0 2.1 -1.1
O -0.7 -0.6 0.4
N 1.6 2.8 -0.1
P -0.5 0.6 -0.2
S -0.1 -0.3 0.0

No. 3
Computed, not measured: a 2-piece molecular cluster, C28H40NO2Si2 overall in a non-equilibrium geometry, with ωB97M-V/def2-TZVPD.

Summary:
Calculated total energy (hartree): -1875.05820
LUMO (eV): -5.00
Kohn-Sham gap (eV): 4.6
Charge: +1
HOMO energy (Ha): -0.3544

Each line ends with the Mulliken charge.
Element x y z (Å)
1 C -2.59233 0.50542 3.59937  -1.176
2 Si -3.15972 -0.18176 1.96753  0.147
3 C -5.00703 -0.26046 1.83970  -1.011
4 C -2.36825 0.61597 0.48426  -0.638
5 O -2.67542 -1.80443 1.92838  -0.505
6 C -1.32516 -2.08413 1.95554  0.631
7 C -0.68575 -2.38148 0.78141  0.369
8 O -1.38909 -2.37876 -0.38872  -0.254
9 Si -2.22368 -3.71138 -1.03317  0.151
10 C -4.01054 -3.21239 -1.05734  -0.894
11 C -1.51288 -3.92117 -2.73602  -0.988
12 C -1.91925 -5.19919 0.04465  -0.986
13 C 0.76513 -2.71522 0.72825  -0.528
14 C 1.28044 -3.27285 2.05516  -0.710
15 C 0.76615 -2.46696 3.24247  -0.742
16 C -0.75688 -2.47498 3.28208  -0.403
17 H -2.93389 1.54615 3.68677  0.386
18 H -3.02127 -0.06286 4.43702  0.310
19 H -1.49919 0.49865 3.70604  0.336
20 H -5.41663 0.75922 1.86592  0.371
21 H -5.33021 -0.73572 0.90498  0.292
22 H -5.43951 -0.82257 2.67773  0.300
23 H -2.64972 1.67893 0.46614  0.557
24 H -1.27130 0.55612 0.49947  -0.017
25 H -2.71466 0.14910 -0.44844  0.260
26 H -4.61366 -4.03864 -1.46226  0.444
27 H -4.37971 -2.97686 -0.05028  0.114
28 H -4.16246 -2.33366 -1.69772  0.294
29 H -1.97926 -4.77758 -3.24307  0.345
30 H -1.69088 -3.02296 -3.34261  0.254
31 H -0.42940 -4.09561 -2.69862  0.299
32 H -2.44225 -6.06235 -0.39521  0.440
33 H -0.85277 -5.45435 0.11847  0.296
34 H -2.31209 -5.05211 1.06054  0.292
35 H 0.96695 -3.42781 -0.08498  0.186
36 H 1.31265 -1.77951 0.50502  0.078
37 H 0.95730 -4.31640 2.15890  0.284
38 H 2.37636 -3.26690 2.05023  0.380
39 H 1.16417 -2.87444 4.17933  0.381
40 H 1.11366 -1.43056 3.15595  0.239
41 H -1.13090 -1.80295 4.06805  0.197
42 H -1.10095 -3.50208 3.52721  0.215
43 C 0.22392 1.69476 -4.89863  -0.825
44 N 0.89147 2.04493 -3.65907  0.162
45 C 0.29595 2.09583 -2.43906  -1.137
46 C 1.23100 2.53274 -1.46549  1.138
47 C 0.92767 2.74927 -0.11765  -0.566
48 C 1.89135 3.15608 0.87355  0.707
49 C 3.13384 2.48461 0.99986  -0.857
50 C 4.07638 2.89277 1.93864  -0.503
51 C 3.82561 4.00413 2.75414  -0.431
52 C 2.59832 4.67521 2.65449  -0.590
53 C 1.63413 4.24566 1.74954  -0.442
54 C 2.48555 2.78215 -2.20776  0.732
55 C 3.71033 3.37113 -1.91762  -0.050
56 C 4.68249 3.48491 -2.93004  -0.864
57 C 4.40967 3.10130 -4.25167  -0.669
58 C 3.14684 2.58260 -4.58760  -0.919
59 C 2.23176 2.42816 -3.55595  0.384
60 H 0.94379 1.76017 -5.71634  0.262
61 H -0.17464 0.67426 -4.84853  0.322
62 H -0.60995 2.37923 -5.10136  0.351
63 H -0.75477 1.86062 -2.29492  0.596
64 H -0.13665 2.81883 0.12947  0.486
65 H 3.33674 1.63141 0.34932  0.526
66 H 5.02071 2.35145 2.02221  0.428
67 H 4.57769 4.34046 3.46467  0.417
68 H 2.39787 5.54346 3.28565  0.410
69 H 0.67508 4.76102 1.66492  0.425
70 H 3.90670 3.74827 -0.91722  0.448
71 H 5.66926 3.88552 -2.68678  0.402
72 H 5.16775 3.20896 -5.02560  0.404
73 H 2.87805 2.30167 -5.60331  0.261

Cartesian forces (eV/Å) of the 6 atoms listed first:
C 0.0 0.5 0.1
Si 0.2 -1.6 0.1
C -0.2 0.3 0.0
C 0.1 0.7 -0.3
O -0.1 0.4 0.1
C 0.3 -1.2 -1.7